{
  "formula": "C41H94F12N5O17PS4",
  "method": "ωB97M-V/def2-TZVPD",
  "symbols": ["C", "C", "O", "N", "H", "H", "C", "H", "H", "H", "H", "H", "H", "C", "C", "O", "N", "H", "H", "C", "H", "H", "H", "H", "H", "H", "C", "N", "C", "C", "C", "C", "O", "H", "H", "H", "H", "H", "H", "H", "H", "H", "H", "H", "H", "H", "H", "C", "N", "C", "C", "C", "C", "O", "H", "H", "H", "H", "H", "H", "H", "H", "H", "H", "H", "H", "H", "H", "C", "N", "C", "C", "C", "C", "O", "H", "H", "H", "H", "H", "H", "H", "H", "H", "H", "H", "H", "H", "H", "C", "C", "C", "C", "P", "C", "C", "C", "C", "C", "C", "C", "C", "C", "C", "C", "C", "H", "H", "H", "H", "H", "H", "H", "H", "H", "H", "H", "H", "H", "H", "H", "H", "H", "H", "H", "H", "H", "H", "H", "H", "H", "H", "H", "H", "H", "H", "H", "H", "H", "H", "H", "H", "C", "F", "F", "F", "S", "O", "O", "O", "C", "F", "F", "F", "S", "O", "O", "O", "C", "F", "F", "F", "S", "O", "O", "O", "C", "F", "F", "F", "S", "O", "O", "O"],
  "xyz": [[-1.6166, 6.0018, 5.4159], [-1.1165, 7.4432, 5.4138], [-1.8712, 8.3511, 5.4555], [0.3883, 7.5301, 5.5635], [0.6319, 7.3413, 6.5254], [0.9701, 6.9100, 5.0184], [0.8985, 8.8999, 5.2087], [-1.0911, 5.2553, 6.0115], [-1.3863, 5.6867, 4.3982], [-2.7061, 5.9989, 5.4502], [0.8456, 8.9471, 4.1210], [1.9004, 8.9637, 5.6332], [0.3518, 9.7313, 5.6537], [-6.5829, 2.6330, 4.6871], [-7.1855, 3.3886, 3.5891], [-6.5869, 3.7058, 2.5719], [-8.4061, 4.2522, 3.9388], [-8.3998, 4.4655, 4.9260], [-8.2846, 5.1446, 3.4816], [-9.7765, 3.5666, 3.6707], [-5.5009, 2.6684, 4.5597], [-6.7494, 1.5604, 4.5879], [-6.8161, 2.9635, 5.6993], [-9.9966, 2.9397, 4.5348], [-9.7210, 2.9197, 2.7952], [-10.5197, 4.3639, 3.6835], [6.7715, 7.2687, 1.4950], [7.3886, 6.1859, 0.5635], [6.4270, 6.2455, -0.6611], [8.7285, 6.7876, 0.1306], [7.3297, 4.7917, 1.1898], [7.6758, 4.8192, 2.6750], [9.0204, 5.3910, 2.8923], [5.7948, 6.8908, 1.7974], [6.7925, 8.2039, 0.9355], [7.4521, 7.4129, 2.3341], [5.5490, 5.6052, -0.5759], [6.9720, 5.7865, -1.4860], [6.1074, 7.2493, -0.9411], [8.5601, 7.7339, -0.3835], [9.0077, 6.0829, -0.6527], [9.3791, 6.9705, 0.9858], [8.0837, 4.1647, 0.7138], [6.3190, 4.4044, 1.0614], [7.7742, 3.8005, 3.0501], [6.9495, 5.3506, 3.2901], [9.4053, 5.1213, 3.7294], [1.5706, -5.9283, -9.6095], [3.0727, -6.0828, -9.2279], [3.7482, -6.8408, -10.3695], [3.6955, -4.6580, -9.2615], [3.3256, -6.8008, -7.8270], [2.5157, -6.2714, -6.6563], [2.6426, -4.8900, -6.3289], [1.0097, -5.2748, -8.9413], [1.1618, -6.9380, -9.6483], [1.4180, -5.3890, -10.5444], [3.0296, -7.4472, -10.9208], [4.5027, -7.4718, -9.8998], [4.1386, -6.1243, -11.0923], [3.4506, -4.1714, -10.2056], [4.7650, -4.7632, -9.0796], [3.0793, -4.1437, -8.5240], [4.3642, -6.6106, -7.5565], [3.1663, -7.8735, -7.9367], [2.7341, -6.8562, -5.7628], [1.4689, -6.5152, -6.8381], [1.7602, -4.5640, -6.1373], [0.4976, 0.2341, -2.1468], [1.0135, 1.4008, -1.2546], [2.1091, 0.7157, -0.3740], [1.8843, 2.3602, -2.1558], [-0.0197, 2.2673, -0.5073], [-0.8501, 1.5463, 0.6080], [-1.3544, 0.2207, 0.2659], [-0.0046, -0.5270, -1.5496], [1.2758, -0.2492, -2.7374], [-0.2571, 0.5416, -2.8706], [2.6561, 0.1037, -1.0911], [1.7215, 0.1462, 0.4707], [2.7486, 1.5144, 0.0019], [1.1703, 3.0964, -2.5251], [2.2513, 1.9652, -3.1031], [2.7311, 2.8071, -1.6350], [-0.7768, 2.6464, -1.1939], [0.4706, 3.1412, -0.0782], [-1.7479, 2.1264, 0.8214], [-0.2966, 1.6234, 1.5438], [-2.1626, 0.3632, -0.2322], [1.8078, -5.2329, -0.0186], [1.3339, -4.9449, 1.3873], [-0.1844, -5.0922, 1.5193], [-0.6058, -4.6687, 2.9426], [-2.2688, -5.2758, 3.5179], [-3.5812, -4.7140, 2.3724], [-5.0042, -4.9865, 2.7668], [-5.9420, -4.1526, 1.9038], [-7.3917, -4.5165, 2.2176], [-2.3427, -7.1517, 3.5040], [-1.2654, -7.9207, 4.3164], [-1.8623, -9.3936, 4.4622], [-0.9062, -10.2245, 5.3662], [-2.6260, -4.6173, 5.2055], [-3.0854, -3.1193, 5.2770], [-1.9751, -2.0465, 4.9705], [-0.7299, -2.1103, 5.8102], [1.4166, -4.4415, -0.6579], [1.3329, -6.1675, -0.3172], [2.8617, -5.2868, -0.2915], [1.8070, -3.9674, 1.4807], [1.7651, -5.5456, 2.1881], [-0.4760, -6.1378, 1.4208], [-0.6950, -4.4566, 0.7958], [-0.5602, -3.5906, 3.0960], [-0.0547, -5.1787, 3.7327], [-3.4458, -5.0241, 1.3363], [-3.3835, -3.6523, 2.2249], [-5.1404, -4.7436, 3.8207], [-5.2797, -6.0222, 2.5679], [-5.7967, -4.3673, 0.8450], [-5.8286, -3.0974, 2.1520], [-8.0532, -4.1406, 1.4371], [-7.7406, -4.1391, 3.1788], [-7.5257, -5.5960, 2.1483], [-2.2712, -7.6001, 2.5131], [-3.3661, -7.3703, 3.8090], [-1.1647, -7.4091, 5.2736], [-0.2836, -7.8900, 3.8439], [-1.9365, -9.6627, 3.4086], [-2.8995, -9.3618, 4.7959], [-1.0830, -11.2989, 5.4163], [-0.9717, -9.7915, 6.3644], [0.1309, -9.9889, 5.1276], [-1.6932, -4.8498, 5.7193], [-3.4062, -5.2134, 5.6790], [-3.3591, -3.0332, 6.3286], [-3.9043, -3.0073, 4.5665], [-2.4356, -1.0643, 5.0763], [-1.6958, -2.0174, 3.9173], [-0.5409, -3.1375, 6.1220], [-0.8735, -1.4549, 6.6692], [0.0957, -1.7527, 5.1949], [7.1709, 0.8381, -5.5565], [7.3322, -0.3446, -6.2444], [7.9759, 1.7298, -5.9634], [5.9416, 1.2455, -5.7203], [7.3831, 0.4159, -3.6567], [6.8967, -0.9308, -3.3781], [8.8587, 0.4243, -3.5113], [6.6449, 1.4514, -2.9206], [-8.0530, 0.4585, -2.2811], [-8.9957, 0.8985, -3.2206], [-8.3833, 0.9847, -1.0993], [-8.0792, -0.9061, -2.2019], [-6.2937, 1.1394, -2.8276], [-6.3776, 2.6307, -2.9088], [-5.3691, 0.6259, -1.7853], [-6.0088, 0.5605, -4.2009], [0.9332, 8.3523, -1.0904], [1.7594, 7.8642, -0.0927], [1.3012, 9.5877, -1.3227], [1.1200, 7.5075, -2.1311], [-0.8227, 8.3543, -0.3721], [-1.6815, 8.9608, -1.4211], [-1.1776, 6.9380, -0.1890], [-0.8386, 9.0715, 0.9438], [-1.0437, 4.8191, -7.8645], [-2.0452, 5.3775, -8.5012], [-0.2110, 4.2662, -8.6952], [-0.1956, 5.6845, -7.3521], [-1.7608, 3.5435, -6.5928], [-2.3573, 4.3245, -5.5239], [-2.7834, 2.7115, -7.2725], [-0.5958, 2.7136, -6.1773]],
  "forces_ev_per_a": [[0.60, 0.44, -1.56], [-2.68, -2.49, 1.27], [1.86, 0.52, -0.32], [0.25, 2.27, 0.01], [-0.21, -0.18, 0.65], [-0.46, -0.77, -0.53], [0.56, 0.54, -0.04], [-0.14, 0.41, 0.51], [-0.05, -0.24, -0.44], [0.27, -0.01, 0.51], [0.25, 0.32, 0.07], [0.14, -0.03, -0.52], [-0.52, -0.53, -0.01], [0.63, -1.44, 0.64], [2.82, 2.97, -2.65], [-2.44, -1.23, 2.38], [-0.90, -1.47, -0.01], [0.14, 0.00, 0.50], [-0.15, 0.26, -0.87], [0.46, 0.28, 0.69], [-0.04, 0.40, -0.13], [-0.55, -0.08, 0.14], [-0.33, -0.03, -0.15], [0.26, -0.01, 0.01], [-0.05, 0.61, -0.20], [0.04, -0.21, -0.59], [1.02, -1.05, -0.09], [-2.44, 2.76, -0.04], [1.00, -1.18, -0.60], [-0.79, -1.15, -0.62], [1.30, 0.82, 0.67], [1.91, 0.01, 0.94], [-1.36, 0.25, -1.15], [0.00, 0.51, -0.04], [-0.54, -0.25, -0.01], [-0.19, -0.26, 0.13], [0.06, 0.16, 0.74], [0.09, 0.20, -0.13], [0.40, 0.01, 0.41], [-0.44, -0.03, 0.17], [1.09, 0.08, 0.37], [0.01, -0.67, -0.22], [-0.27, 0.05, -0.42], [0.19, 0.05, -0.15], [-0.63, -0.21, -0.29], [-0.09, 0.05, -0.11], [-0.27, -0.23, 0.12], [0.57, -0.14, 0.66], [-0.57, 0.83, -0.89], [-0.37, -0.25, 0.57], [-1.50, -0.85, 0.77], [0.24, 1.56, -0.48], [-1.52, -0.08, 0.19], [0.35, -0.54, -0.74], [0.39, -0.38, 0.68], [-0.15, 0.23, -0.01], [0.77, -0.47, -0.37], [-0.05, -0.15, 0.39], [0.18, 0.14, -0.46], [0.24, -0.10, 0.33], [0.30, -0.47, -0.21], [-0.25, 0.35, 0.17], [0.96, 0.32, 0.38], [0.23, -0.07, -0.64], [-0.13, 0.15, -0.22], [0.56, -0.29, -0.13], [-0.26, 0.11, -0.14], [0.00, 0.19, 0.09], [-1.24, 0.26, 0.01], [2.29, -0.85, -0.77], [-0.79, 1.01, -0.36], [-1.60, 0.47, -0.58], [-1.06, -1.20, 0.11], [-0.37, -0.16, -0.65], [1.38, 0.99, 0.75], [0.31, 0.32, 0.40], [0.47, 0.57, 0.41], [0.07, 0.72, 0.11], [0.12, 0.00, 0.41], [-0.37, -0.06, -0.37], [-0.03, -0.17, 0.03], [0.13, 0.37, 0.30], [-0.04, -1.02, 0.42], [-0.46, -0.14, 0.34], [0.51, -0.11, -0.69], [0.31, -0.18, -0.11], [0.20, 0.61, -0.33], [0.17, -1.12, 0.09], [-0.35, -0.01, -0.23], [-0.84, -1.06, -0.94], [1.09, 0.22, -0.07], [0.24, 0.85, 1.11], [-1.36, -0.55, 0.51], [-0.61, -0.58, -1.56], [1.04, 0.37, -0.34], [-0.27, 0.24, -0.24], [-1.02, -0.17, 0.77], [-0.29, -0.15, -0.64], [0.97, 0.66, -0.04], [-2.12, -0.10, 0.78], [1.79, 1.15, -0.17], [-0.46, 0.96, -0.17], [0.22, 0.05, -0.94], [1.94, -0.38, -0.33], [-1.34, -0.22, -0.63], [-0.12, 0.05, 0.02], [-0.21, -0.04, -0.15], [0.17, -0.14, -0.52], [0.12, -0.04, 0.82], [-0.97, 0.63, 1.07], [0.36, -0.33, -0.27], [0.14, -0.05, -0.54], [-0.17, -0.24, -0.12], [0.06, -0.09, 0.10], [0.89, 0.17, -0.11], [0.49, -0.71, 0.07], [-0.20, 0.48, 0.48], [-0.33, -0.20, 0.12], [0.23, -0.21, 0.39], [0.40, 0.33, -0.01], [0.35, 0.15, -0.50], [-0.02, 0.31, 0.12], [0.07, -0.15, 0.04], [-0.01, -0.13, 0.36], [-0.16, 0.78, -0.52], [0.02, -0.04, 0.43], [0.14, -0.31, 0.39], [-0.14, -0.23, -0.21], [0.23, -0.89, 0.03], [0.15, 0.09, 0.43], [0.00, 0.18, -0.15], [-0.37, -0.28, 0.25], [0.05, -0.45, -0.51], [-0.02, 0.29, 0.42], [0.04, -0.28, -0.21], [-0.53, 0.41, -0.17], [-0.26, 0.23, 0.46], [-0.20, 0.03, 0.22], [-0.20, -0.51, -0.23], [0.32, 0.17, 0.20], [0.41, -0.28, 0.20], [0.24, -0.02, 0.39], [-0.82, -3.52, 3.07], [0.07, 1.13, 0.07], [1.77, 1.48, -1.02], [-1.53, 0.45, -0.71], [2.53, -0.84, 1.04], [-0.88, 0.47, -0.90], [-1.65, 0.93, -0.43], [0.26, 0.00, -0.82], [0.73, 0.87, -2.22], [1.26, -1.14, 1.73], [-0.33, -0.38, 0.15], [-0.32, 1.46, 0.01], [2.39, 1.11, -3.66], [-0.77, -2.96, 1.16], [-1.41, 0.24, -0.26], [-1.44, 0.58, 3.66], [-0.78, -1.32, 1.46], [0.09, 0.18, -0.29], [0.49, 0.16, -0.80], [-0.27, 1.32, 0.61], [-4.40, -0.09, -0.12], [2.40, -0.32, 1.65], [1.45, 0.43, 0.10], [1.33, -0.65, -1.90], [-0.03, -1.71, 1.66], [-0.36, 0.80, -0.39], [0.25, -2.60, -2.79], [-0.49, 2.46, 2.20], [-1.15, -2.75, 0.78], [0.88, 0.60, -0.46], [1.74, 1.57, -0.22], [-0.49, 1.41, -0.56]],
  "charge": 2,
  "homo_ev": -8.1,
  "e_lumo_ev": -5.17,
  "e_above_lowest_ev": 10.866,
  "gap_ev": 2.945
}